1.
Here is 11 unconnected molecules or ions with the total composition H22O11 from the OMol25 dataset. Energies are from ωB97M-V/def2-TZVPD.

Geometry (Å):
1 O 1.1799 2.4646 -2.6178
2 H 0.3499 1.9482 -2.4798
3 H 1.2836 2.5586 -3.5935
4 O 1.8951 2.0326 0.1097
5 H 1.5938 1.1232 -0.0139
6 H 1.8870 2.5506 -0.6722
7 O 0.8783 -0.4634 -0.2870
8 H 0.9553 -1.0492 0.5090
9 H 0.0656 0.0713 -0.2024
10 O -0.5633 2.9462 1.6712
11 H 0.1799 2.3942 1.9096
12 H -0.9485 2.5336 0.8996
13 O -1.7855 -0.5499 2.8645
14 H -1.7910 -0.2306 1.9427
15 H -1.3831 -1.4234 2.7653
16 O -1.3973 2.6691 -0.9903
17 H -1.9308 3.1969 -1.5744
18 H -1.8124 1.8626 -1.0270
19 O -1.2318 -2.3527 -0.1891
20 H -0.4013 -1.8530 -0.2791
21 H -1.3775 -3.0753 -0.8214
22 O 1.2862 -0.8175 -3.9836
23 H 1.3014 -0.7730 -3.0453
24 H 0.5982 -0.2152 -4.1479
25 O 1.0173 -1.5023 2.2012
26 H 1.4292 -1.9629 2.9406
27 H 0.9686 -0.5871 2.4889
28 O -2.2514 0.3789 0.3116
29 H -2.4210 -0.5445 0.0294
30 H -3.0496 0.8847 0.1855
31 O 1.8954 -4.3130 1.4080
32 H 1.9218 -4.4941 2.3808
33 H 1.6582 -3.4084 1.3069

Its energy above the lowest of the compared OMol25 structures with the same formula, charge and spin is 2.209 eV. The charge is 0.

natural (NBO) charges in e:
1 O -0.954
2 H 0.475
3 H 0.479
4 O -0.995
5 H 0.476
6 H 0.495
7 O -0.979
8 H 0.506
9 H 0.490
10 O -0.947
11 H 0.467
12 H 0.472
13 O -0.961
14 H 0.478
15 H 0.465
16 O -0.935
17 H 0.477
18 H 0.462
19 O -1.003
20 H 0.490
21 H 0.498
22 O -0.919
23 H 0.470
24 H 0.450
25 O -0.978
26 H 0.497
27 H 0.505
28 O -0.992
29 H 0.519
30 H 0.493
31 O -0.934
32 H 0.466
33 H 0.469


2.
Here is a molecular structure, C33H45BLuN9O2 from the OMol25 dataset. Energies are from ωB97M-V/def2-TZVPD.

Geometry (Å):
1 Lu 0.4825 0.2118 -0.5240
2 C 4.5707 1.2277 -0.1839
3 C 3.6899 0.7273 0.8833
4 C 4.1067 0.5479 2.2537
5 C 3.1286 -0.2396 2.8753
6 C 2.9702 -0.6619 4.2984
7 N 2.1790 -0.6189 1.9081
8 N 2.4907 0.1673 0.7622
9 B 1.3797 -1.9613 1.8701
10 N 1.1379 -2.6231 0.4325
11 N 1.2439 -1.9921 -0.8130
12 C 1.2768 -2.9568 -1.8077
13 C 1.6688 -2.5671 -3.1467
14 C 1.1553 -4.2171 -1.1906
15 C 1.0188 -3.9957 0.1794
16 C 0.6394 -5.0906 1.1437
17 N -0.1270 -1.8902 2.3754
18 N -0.9337 -0.8075 1.8125
19 C -1.9582 -0.6182 2.6109
20 C -2.9928 0.4405 2.4927
21 C -2.0417 -1.6523 3.5911
22 C -0.8500 -2.3873 3.4236
23 C -0.3230 -3.4374 4.3380
24 H 4.9037 0.3799 -0.7550
25 H 5.5035 1.6732 0.2257
26 H 4.0987 1.7978 -0.9809
27 H 4.9293 1.0047 2.7686
28 H 3.4387 0.0824 4.8780
29 H 3.5735 -1.5334 4.4917
30 H 1.9275 -0.7836 4.6374
31 H 1.9711 -2.7556 2.5574
32 H 1.7775 -3.4207 -3.8183
33 H 2.6615 -2.1044 -3.0791
34 H 1.0407 -1.7867 -3.7239
35 H 1.1648 -5.1707 -1.7079
36 H 0.5374 -6.0597 0.6212
37 H -0.2592 -4.9000 1.7288
38 H 1.4649 -5.2156 1.8531
39 H -2.8625 1.0087 1.5359
40 H -2.8624 1.0827 3.3789
41 H -4.0175 0.0666 2.4786
42 H -2.7905 -1.8705 4.3082
43 H -1.1852 -3.9669 4.7754
44 H 0.1803 -3.0956 5.2586
45 H 0.3486 -4.1279 3.8273
46 C 0.7051 2.5813 2.2399
47 N 0.4195 2.7801 0.8144
48 C 1.3727 3.7569 0.2592
49 C -0.9075 3.2377 0.5246
50 C -1.2357 4.5250 1.0377
51 C -2.4361 5.1849 0.6816
52 C -3.3728 4.4502 0.0334
53 C -3.0385 3.2013 -0.4546
54 C -1.7954 2.5619 -0.2841
55 N -1.3928 1.4134 -0.9771
56 C -1.9628 1.2738 -2.2358
57 C -2.1721 2.3618 -3.1177
58 C -2.7683 2.1475 -4.3369
59 C -3.2033 0.8726 -4.6739
60 C -2.9896 -0.2078 -3.8666
61 C -2.3061 -0.0310 -2.6779
62 N -1.9196 -1.1884 -1.8827
63 C -1.6929 -2.3502 -2.7112
64 C -2.7602 -1.4674 -0.7312
65 H 0.6685 3.5556 2.7281
66 H -0.0272 1.9000 2.6584
67 H 1.6552 2.0706 2.3507
68 H 1.3774 4.7058 0.8077
69 H 2.3823 3.3427 0.3306
70 H 1.2300 3.9450 -0.8107
71 H -0.4675 5.0879 1.5900
72 H -2.6170 6.1968 1.0266
73 H -4.4039 4.7550 -0.1632
74 H -3.7276 2.7960 -1.1912
75 H -2.0444 3.3473 -2.6775
76 H -2.8217 2.9615 -5.0256
77 H -3.6076 0.7160 -5.6203
78 H -3.1688 -1.2459 -4.2128
79 H -2.6598 -2.7925 -2.9767
80 H -1.1565 -2.2162 -3.6485
81 H -1.1945 -3.1645 -2.1254
82 H -3.8153 -1.3756 -0.9668
83 H -2.5968 -2.4873 -0.4416
84 H -2.4514 -0.7788 0.0380
85 C 2.2102 1.2213 -4.0318
86 C 1.5038 0.9606 -2.7178
87 O 1.9580 1.4923 -1.6265
88 O 0.4941 0.1970 -2.7244
89 H 1.7035 0.7150 -4.8597
90 H 3.2583 0.7906 -3.9284
91 H 2.3180 2.2897 -4.2669

The charge is 0.

Löwdin charges in e:
1 Lu 1.778
2 C -0.033
3 C -0.326
4 C 0.023
5 C -0.257
6 C -0.018
7 N 0.036
8 N -0.036
9 B -0.480
10 N 0.027
11 N -0.029
12 C -0.345
13 C -0.055
14 C -0.003
15 C -0.240
16 C -0.025
17 N 0.042
18 N 0.072
19 C -0.392
20 C -0.029
21 C 0.019
22 C -0.291
23 C -0.037
24 H 0.080
25 H 0.097
26 H 0.061
27 H 0.103
28 H 0.062
29 H 0.083
30 H 0.094
31 H 0.116
32 H 0.083
33 H 0.088
34 H 0.093
35 H 0.115
36 H 0.087
37 H 0.073
38 H 0.078
39 H 0.069
40 H 0.091
41 H 0.083
42 H 0.094
43 H 0.086
44 H 0.086
45 H 0.054
46 C -0.061
47 N -0.229
48 C -0.084
49 C -0.226
50 C -0.015
51 C -0.102
52 C -0.113
53 C -0.056
54 C -0.274
55 N -0.080
56 C -0.270
57 C -0.036
58 C -0.088
59 C -0.107
60 C -0.041
61 C -0.197
62 N -0.211
63 C -0.116
64 C -0.064
65 H 0.084
66 H 0.080
67 H 0.061
68 H 0.080
69 H 0.073
70 H 0.099
71 H 0.101
72 H 0.095
73 H 0.110
74 H 0.114
75 H 0.114
76 H 0.093
77 H 0.076
78 H 0.113
79 H 0.081
80 H 0.088
81 H 0.087
82 H 0.094
83 H 0.082
84 H 0.028
85 C 0.017
86 C -0.641
87 O -0.165
88 O -0.147
89 H 0.083
90 H 0.107
91 H 0.087


3.
Here is C4H9N3O in the gas phase from the OMol25 dataset. Energies are from ωB97M-V/def2-TZVPD.

Geometry (Å):
1 C -1.9662 0.2688 -0.3439
2 C -0.7073 -0.0216 0.4807
3 N -0.4303 -1.4478 0.4205
4 N 0.9616 -1.5568 0.1779
5 C 1.6644 -0.3832 -0.1100
6 O 2.8887 -0.3249 -0.1270
7 C 0.5510 0.5818 -0.0757
8 N 0.9810 1.8538 0.2364
9 H -2.0226 -0.2347 -1.3041
10 H -2.1207 1.3799 -0.3717
11 H -2.8640 -0.1680 0.1262
12 H -0.8511 0.2248 1.5171
13 H -0.8576 -2.0373 -0.2717
14 H 1.1577 -2.3325 -0.4123
15 H 0.4685 0.6221 -1.1501
16 H 1.1673 1.7259 1.2081
17 H 1.9798 1.8497 -0.0004

Its energy above the lowest of the compared OMol25 structures with the same formula, charge and spin is 2.835 eV. The charge is 0.

natural (NBO) charges in e:
1 C -0.617
2 C -0.061
3 N -0.445
4 N -0.468
5 C 0.639
6 O -0.589
7 C -0.178
8 N -0.781
9 H 0.211
10 H 0.231
11 H 0.218
12 H 0.199
13 H 0.352
14 H 0.378
15 H 0.203
16 H 0.336
17 H 0.372


F_max? In order: 3.6, 3.9, 4.4 eV/A.
Kohn-Sham gap? In order: 9.8, 6.9, 9.3 eV.